Entry 1:
16
Properties=species:S:1:pos:R:3 method="wB97M-V/def2-TZVPD" e_homo_ev=-8.8872 relative_energy_kj_mol=465.1 charge=0 total_energy_ev=-7389.9447 max_force_ev_per_a=4.74
C 0.447 0.109 -1.244
C 0.033 -0.033 0.375
C 1.671 0.199 0.440
C -1.062 -1.199 0.507
O -2.032 -0.314 1.067
C -1.285 0.830 0.649
H 0.871 1.073 -1.598
H -0.538 -0.005 -1.603
H 1.107 -0.672 -1.679
H 1.773 1.117 0.986
H 2.059 -0.693 0.892
H 2.374 0.358 -0.444
H -0.979 -2.114 1.109
H -1.382 -1.486 -0.514
H -1.384 1.645 1.380
H -1.674 1.184 -0.324

=====

Entry 2:
16
Properties=species:S:1:pos:R:3 method="wB97M-V/def2-TZVPD" e_homo_ev=-6.9080 relative_energy_kj_mol=564.9 charge=0 total_energy_ev=-7388.9104 max_force_ev_per_a=1.49
C -0.268 0.045 1.630
C -0.727 0.153 0.158
C 1.634 -0.650 -1.421
O -0.717 2.656 0.600
C 0.529 -1.424 -1.298
C -0.630 -1.112 -0.553
H -0.263 1.039 2.052
H -1.728 0.599 0.147
H 0.744 -0.358 1.700
H -0.102 0.908 -0.327
H -1.442 -1.827 -0.612
H 1.698 0.325 -0.957
H 2.456 -1.018 -2.009
H -0.939 -0.568 2.231
H 0.522 -2.384 -1.807
H -0.767 3.616 0.467

=====

Entry 3:
16
Properties=species:S:1:pos:R:3 method="wB97M-V/def2-TZVPD" e_homo_ev=-9.4433 relative_energy_kj_mol=136.3 charge=0 total_energy_ev=-7393.3527 max_force_ev_per_a=2.03
C 1.711 1.142 -1.313
C 1.334 0.755 0.093
C -2.141 -0.923 0.538
O -1.948 -2.326 0.593
C -0.871 -0.138 0.845
C 0.296 -0.314 0.228
H 2.488 1.901 -1.344
H 2.108 0.303 -1.897
H 0.831 1.462 -1.874
H 2.234 0.573 0.688
H 0.951 1.659 0.588
H -2.952 -0.595 1.193
H -2.381 -0.636 -0.484
H -1.240 -2.494 1.217
H -1.042 0.902 1.107
H 0.621 -1.270 -0.178

=====

Entry 4:
16
Properties=species:S:1:pos:R:3 method="wB97M-V/def2-TZVPD" e_homo_ev=-9.7302 relative_energy_kj_mol=215.9 charge=0 total_energy_ev=-7392.5275 max_force_ev_per_a=3.98
C 0.706 1.346 -0.265
C 0.112 0.018 0.025
C 1.089 -1.069 0.154
C -1.067 -0.450 -0.970
C -1.045 0.102 0.987
H 1.647 1.332 -0.919
H -0.026 2.133 -0.692
H 1.142 1.780 0.755
H 1.723 -1.024 1.008
H 1.631 -1.126 -0.772
H 0.542 -2.018 0.370
H -1.086 -1.556 -1.150
H -1.209 0.069 -1.990
H -1.135 -0.725 1.774
H -0.936 1.063 1.691
O -2.088 0.124 -0.006

=====

Entry 5:
16
Properties=species:S:1:pos:R:3 method="wB97M-V/def2-TZVPD" e_homo_ev="-6.4073 / -6.4079" relative_energy_kj_mol=501.3 charge=0 total_energy_ev=-7389.5696 max_force_ev_per_a=0.72
C -0.949 0.901 -1.018
C -0.252 0.095 0.043
C -0.137 0.766 1.380
C -0.213 -1.389 -0.052
C 1.269 -1.222 0.089
O 1.442 -0.082 -0.925
H -0.641 1.949 -1.007
H -0.797 0.486 -2.014
H -2.023 0.859 -0.783
H 0.205 0.066 2.141
H -1.115 1.197 1.645
H 0.571 1.601 1.335
H -0.640 -1.894 0.821
H -0.672 -1.773 -0.984
H 1.890 -2.056 -0.215
H 2.061 0.496 -0.456

=====

Entry 6:
16
Properties=species:S:1:pos:R:3 method="wB97M-V/def2-TZVPD" e_homo_ev=-9.6249 relative_energy_kj_mol=156.9 charge=0 total_energy_ev=-7393.1396 max_force_ev_per_a=1.80
C 2.133 -0.346 -0.369
C 0.736 -0.484 0.239
C -0.542 0.027 -0.459
C -1.749 -0.416 0.659
C -0.821 1.502 -0.498
O -1.469 2.003 0.391
H 2.431 0.698 -0.502
H 2.861 -0.805 0.315
H 2.231 -0.858 -1.334
H 0.544 -1.555 0.386
H 0.710 -0.020 1.225
H -0.417 -0.294 -1.543
H -1.815 0.160 1.623
H -2.771 -0.327 0.267
H -1.507 -1.427 0.960
H -0.554 2.142 -1.359

=====

Entry 7:
16
Properties=species:S:1:pos:R:3 method="wB97M-V/def2-TZVPD" e_homo_ev=-9.8395 relative_energy_kj_mol=35.0 charge=0 total_energy_ev=-7394.4026 max_force_ev_per_a=0.51
C 1.544 -0.029 -0.249
C 0.034 0.021 -0.489
C -0.439 -1.220 -1.249
C -0.673 0.133 0.868
C -0.866 1.543 1.375
O -0.291 2.514 0.943
H 2.103 -0.029 -1.190
H 1.814 -0.944 0.298
H 1.875 0.829 0.346
H -0.194 0.919 -1.078
H -1.480 -1.127 -1.579
H 0.183 -1.391 -2.135
H -0.368 -2.116 -0.617
H -1.635 -0.397 0.918
H -0.028 -0.353 1.612
H -1.577 1.646 2.226

=====

Entry 8:
16
Properties=species:S:1:pos:R:3 method="wB97M-V/def2-TZVPD" e_homo_ev="-7.8114 / -7.8123" relative_energy_kj_mol=452.6 charge=0 total_energy_ev=-7390.0744 max_force_ev_per_a=0.27
C -1.309 1.200 -1.327
C -0.292 0.817 -0.247
C 0.389 -0.513 -0.528
C 1.379 -0.361 1.622
C -0.058 -1.683 0.096
O 0.028 -1.835 1.341
H -2.114 0.459 -1.386
H -1.759 2.178 -1.121
H -0.830 1.250 -2.312
H 0.461 1.620 -0.175
H -0.787 0.783 0.732
H 0.672 -0.618 -1.581
H 0.957 -0.376 2.622
H 2.204 -1.049 1.476
H 1.554 0.648 1.257
H -0.494 -2.521 -0.469

=====

Entry 9:
16
Properties=species:S:1:pos:R:3 method="wB97M-V/def2-TZVPD" e_homo_ev=-9.1701 relative_energy_kj_mol=121.1 charge=0 total_energy_ev=-7393.5098 max_force_ev_per_a=0.29
C 2.088 -0.002 0.088
C 0.730 -0.070 -0.633
C -0.531 -0.162 0.210
O -0.435 -1.122 1.233
C -1.504 0.943 0.500
C -1.829 -0.104 -0.542
H 2.863 -0.401 -0.575
H 2.150 -0.596 1.011
H 2.365 1.019 0.360
H 0.717 -0.977 -1.252
H 0.641 0.773 -1.329
H 0.466 -1.461 1.205
H -2.032 0.840 1.445
H -1.328 1.970 0.188
H -2.586 -0.851 -0.323
H -1.776 0.201 -1.585

=====

Entry 10:
16
Properties=species:S:1:pos:R:3 method="wB97M-V/def2-TZVPD" e_homo_ev=-10.1623 relative_energy_kj_mol=97.3 charge=0 total_energy_ev=-7393.7569 max_force_ev_per_a=0.27
C 1.852 -0.154 0.873
C 0.751 0.579 0.119
O 1.066 0.491 -1.265
C -0.624 0.005 0.427
C -1.804 0.316 -0.452
C -1.206 -1.066 -0.448
H 1.842 -1.223 0.632
H 1.719 -0.036 1.955
H 2.827 0.256 0.596
H 0.760 1.638 0.427
H 0.465 1.075 -1.743
H -0.834 -0.062 1.494
H -2.766 0.469 0.029
H -1.661 0.936 -1.336
H -0.620 -1.349 -1.318
H -1.768 -1.876 0.010

=====

Entry 11:
16
Properties=species:S:1:pos:R:3 method="wB97M-V/def2-TZVPD" e_homo_ev=-10.1004 relative_energy_kj_mol=104.2 charge=0 total_energy_ev=-7393.6852 max_force_ev_per_a=0.32
C 0.569 -1.795 0.004
C -0.438 -0.833 -0.624
C -0.255 0.598 -0.152
C -0.810 0.937 1.209
C 0.841 1.388 -0.723
O -0.501 1.598 -1.137
H 0.511 -1.791 1.098
H 1.589 -1.506 -0.273
H 0.408 -2.825 -0.331
H -1.463 -1.155 -0.398
H -0.341 -0.838 -1.715
H -1.903 0.963 1.153
H -0.528 0.192 1.961
H -0.460 1.916 1.546
H 1.506 0.945 -1.466
H 1.276 2.207 -0.151

=====

Entry 12:
16
Properties=species:S:1:pos:R:3 method="wB97M-V/def2-TZVPD" e_homo_ev=-9.3669 relative_energy_kj_mol=219.1 charge=0 total_energy_ev=-7392.4947 max_force_ev_per_a=2.65
C 1.132 0.056 1.098
C 0.932 0.174 -1.230
C 0.413 -0.346 -0.132
C -0.438 -1.549 -0.064
C -1.468 1.443 -0.087
O -2.309 0.958 0.622
H 1.423 -0.780 1.740
H 0.460 0.661 1.689
H 2.039 0.642 0.926
H 0.777 -0.319 -2.169
H 1.530 1.083 -1.289
H -0.432 -2.052 -1.025
H -0.194 -2.322 0.671
H -1.484 -1.347 0.158
H -1.593 1.457 -1.184
H -0.789 2.243 0.277

=====

Entry 13:
16
Properties=species:S:1:pos:R:3 method="wB97M-V/def2-TZVPD" e_homo_ev=-9.1207 relative_energy_kj_mol=350.6 charge=0 total_energy_ev=-7391.1314 max_force_ev_per_a=4.03
C 0.749 1.674 0.726
C 0.631 0.169 0.656
C -0.779 -0.392 0.579
C -1.416 -0.062 -0.740
C -0.513 -1.276 -0.624
O 0.942 -1.320 -1.391
H 0.237 2.131 1.583
H 0.335 2.137 -0.181
H 1.808 1.938 0.765
H 1.166 -0.297 -0.350
H 1.129 -0.370 1.469
H -1.431 -0.621 1.456
H -2.480 -0.273 -0.891
H -1.091 0.847 -1.242
H -0.846 -2.276 -0.768
H 1.560 -2.007 -1.044

=====

Entry 14:
16
Properties=species:S:1:pos:R:3 method="wB97M-V/def2-TZVPD" e_homo_ev=-9.5478 relative_energy_kj_mol=143.1 charge=0 total_energy_ev=-7393.2825 max_force_ev_per_a=0.25
O -2.432 0.597 0.635
C 0.396 -0.981 1.593
C 0.522 -0.382 0.412
C 1.077 0.962 -0.036
C 0.599 0.640 -1.478
C 0.121 -0.759 -1.006
H -3.058 -0.133 0.706
H 0.765 -0.516 2.506
H -0.037 -1.978 1.673
H -1.647 0.299 1.117
H 2.164 1.046 0.070
H 0.616 1.842 0.427
H -0.216 1.280 -1.820
H 1.390 0.627 -2.233
H 0.687 -1.598 -1.424
H -0.949 -0.947 -1.141

=====

Entry 15:
16
Properties=species:S:1:pos:R:3 method="wB97M-V/def2-TZVPD" e_homo_ev=-10.0709 relative_energy_kj_mol=171.9 charge=0 total_energy_ev=-7392.9836 max_force_ev_per_a=1.91
C -0.580 1.305 -0.880
C -0.433 0.099 0.043
C -1.515 -0.953 -0.276
C 1.010 -0.397 0.041
C 1.901 -0.204 1.200
O 1.262 -1.444 0.958
H 0.108 2.107 -0.596
H -1.600 1.704 -0.847
H -0.367 1.022 -1.918
H -0.609 0.408 1.083
H -2.510 -0.502 -0.139
H -1.458 -1.821 0.388
H -1.466 -1.307 -1.312
H 1.710 -0.218 -0.763
H 2.985 -0.293 1.064
H 1.563 0.494 1.952